[1]
{
  "formula": "C24H76O14",
  "method": "ωB97M-V with the def2-TZVPD basis set",
  "elements": ["O", "H", "H", "O", "H", "H", "O", "H", "H", "O", "H", "H", "O", "H", "H", "O", "H", "H", "C", "C", "C", "O", "H", "H", "H", "H", "H", "H", "H", "H", "C", "C", "C", "O", "H", "H", "H", "H", "H", "H", "H", "H", "C", "C", "C", "O", "H", "H", "H", "H", "H", "H", "H", "H", "C", "C", "C", "O", "H", "H", "H", "H", "H", "H", "H", "H", "C", "C", "C", "O", "H", "H", "H", "H", "H", "H", "H", "H", "C", "C", "C", "O", "H", "H", "H", "H", "H", "H", "H", "H", "C", "C", "C", "O", "H", "H", "H", "H", "H", "H", "H", "H", "C", "C", "C", "O", "H", "H", "H", "H", "H", "H", "H", "H"],
  "positions_angstrom": [[1.69360, -1.97593, -2.34527], [1.42287, -1.10177, -2.00261], [2.65210, -1.99046, -2.26943], [2.16704, 2.69584, 0.02646], [1.63404, 2.00078, -0.40783], [2.16156, 3.45049, -0.57097], [-3.78686, -1.55412, 0.09667], [-3.32251, -1.16351, -0.66010], [-4.31498, -2.25682, -0.29146], [-2.96663, -1.01045, -2.62851], [-3.42239, -1.06264, -3.47309], [-2.33670, -1.75885, -2.64176], [4.10529, 0.33627, 0.69553], [3.40670, 0.96759, 0.48054], [4.21773, -0.18156, -0.10764], [0.03929, 1.38399, -3.66237], [-0.43297, 0.62665, -4.03053], [-0.47742, 2.15828, -3.93381], [-0.58812, -4.75123, -2.09173], [-1.08190, -4.06447, -3.37364], [-2.55384, -4.25785, -3.60491], [-0.79891, -2.66690, -3.33204], [-0.91344, -4.15568, -1.23520], [0.49154, -4.87205, -2.04098], [-1.08387, -5.72277, -2.03686], [-0.52937, -4.48903, -4.22032], [-2.86086, -5.28811, -3.77063], [-2.83721, -3.71111, -4.51263], [-3.17746, -3.84397, -2.80725], [0.10448, -2.49457, -3.02055], [0.92773, -4.28040, 1.49508], [1.63258, -4.97228, 2.65499], [2.86556, -5.75173, 2.19944], [2.02467, -3.99983, 3.62965], [1.50779, -3.43204, 1.12706], [-0.04878, -3.89410, 1.79647], [0.72825, -4.98981, 0.68960], [0.93496, -5.65898, 3.13263], [3.69670, -5.11585, 1.89828], [2.61624, -6.36447, 1.32649], [3.14659, -6.44943, 2.98770], [2.61514, -3.36538, 3.21091], [0.71286, -1.18013, 4.89397], [-0.53987, -1.95145, 5.25917], [-1.55452, -1.87757, 4.11346], [-0.26439, -3.31813, 5.54476], [1.55202, -1.27276, 5.58570], [0.50626, -0.11778, 4.75062], [1.10635, -1.54437, 3.93712], [-0.99578, -1.48098, 6.13204], [-2.55796, -2.17256, 4.41812], [-1.29176, -2.55120, 3.29429], [-1.57809, -0.86057, 3.71014], [0.41743, -3.61784, 4.92821], [0.41994, -0.44563, 0.89431], [-0.14302, -0.05702, -0.44983], [-1.26866, 0.96442, -0.40051], [0.95241, 0.50409, -1.22673], [1.28267, -1.09515, 0.73396], [-0.32616, -0.98415, 1.47602], [0.77135, 0.43728, 1.43200], [-0.51337, -0.95311, -0.96195], [-1.54016, 1.27246, -1.40960], [-0.95392, 1.87077, 0.12686], [-2.13569, 0.55826, 0.12225], [0.58955, 0.89398, -2.04910], [-6.99082, 2.03330, 2.41676], [-5.66472, 1.45888, 1.90528], [-5.02914, 2.40071, 0.89322], [-4.78609, 1.23649, 3.00229], [-7.49520, 1.31146, 3.05522], [-7.66132, 2.22801, 1.57336], [-6.80922, 2.99344, 2.90173], [-5.84724, 0.49140, 1.43741], [-4.10978, 1.97788, 0.48764], [-4.72434, 3.31381, 1.42364], [-5.71595, 2.72529, 0.11274], [-4.50131, 2.10199, 3.31559], [4.25817, 3.82466, 4.46297], [3.51194, 3.06341, 3.39373], [2.45479, 2.10781, 3.92240], [2.87462, 3.97871, 2.48995], [4.75633, 3.11705, 5.12582], [3.59630, 4.46227, 5.05444], [4.99699, 4.49993, 4.02896], [4.23119, 2.47641, 2.81143], [2.11507, 1.47842, 3.09496], [1.58292, 2.58936, 4.36623], [2.82849, 1.40284, 4.67349], [2.76196, 3.47538, 1.67043], [5.17305, 1.63863, -5.24522], [5.07820, 1.43546, -3.75790], [3.63891, 1.42453, -3.26586], [5.60756, 0.15838, -3.36826], [6.19897, 1.80271, -5.59280], [4.58368, 2.49962, -5.56700], [4.82605, 0.78092, -5.82753], [5.61040, 2.24497, -3.24661], [3.07413, 2.26866, -3.67059], [3.59809, 1.52626, -2.18043], [3.10932, 0.52483, -3.58028], [6.54730, 0.14948, -3.58014], [-2.45157, 5.46008, -2.56208], [-2.00257, 4.04104, -2.85461], [-3.14759, 3.06067, -3.09067], [-1.08686, 4.02442, -3.96877], [-2.69735, 5.98622, -3.48793], [-1.64673, 6.01193, -2.07241], [-3.29388, 5.50291, -1.87190], [-1.40146, 3.67992, -2.01610], [-3.75439, 3.36626, -3.94709], [-3.85845, 3.06128, -2.25907], [-2.75350, 2.04948, -3.17550], [-1.49068, 4.55979, -4.66163]],
  "forces_ev_per_a": [[-0.141, 0.116, 0.100], [0.341, 0.059, 0.100], [-0.011, -0.041, -0.123], [-0.034, -0.083, -0.083], [0.044, -0.016, -0.027], [0.046, -0.046, -0.010], [0.236, 0.111, 0.070], [-0.345, -0.098, -0.035], [-0.020, 0.008, -0.021], [0.149, -0.114, 0.141], [-0.049, -0.012, 0.021], [0.164, 0.355, -0.319], [-0.103, -0.108, 0.030], [0.089, 0.141, -0.031], [0.061, 0.060, -0.031], [-0.183, -0.274, -0.120], [0.069, -0.030, 0.031], [0.130, 0.347, -0.007], [-0.724, 0.124, -0.215], [1.175, -0.465, 0.443], [-0.705, 0.655, -0.545], [-0.691, 0.270, -0.048], [0.002, -0.059, 0.058], [0.032, 0.046, -0.123], [0.258, -0.102, 0.167], [-0.106, -0.059, -0.060], [0.298, -0.143, 0.139], [0.024, -0.056, 0.044], [0.195, -0.103, 0.190], [0.176, -0.334, -0.053], [-0.456, -0.153, 0.089], [0.651, 0.522, -0.720], [-0.634, -0.647, -0.199], [-0.453, -0.324, 0.422], [0.129, -0.135, -0.155], [0.090, 0.072, 0.147], [0.183, 0.089, -0.095], [0.030, 0.101, 0.252], [0.021, 0.159, 0.218], [-0.026, 0.031, 0.055], [0.383, 0.196, 0.031], [0.009, 0.005, -0.046], [0.569, 0.122, -0.572], [-0.171, -0.148, -0.693], [-0.002, 0.269, -0.110], [-0.010, 0.128, 0.453], [-0.299, -0.094, 0.338], [-0.088, -0.008, 0.105], [-0.159, 0.011, -0.030], [0.061, -0.338, 0.256], [0.010, 0.108, 0.161], [0.283, 0.022, 0.053], [-0.249, -0.056, 0.017], [0.113, 0.101, -0.022], [0.204, -0.025, -0.241], [-0.234, 0.489, -0.224], [0.143, 0.137, 0.265], [-0.071, -0.263, 0.107], [-0.020, -0.046, 0.103], [-0.004, 0.078, 0.108], [-0.141, -0.011, 0.101], [0.072, -0.022, -0.048], [-0.198, -0.215, -0.024], [0.103, -0.113, 0.123], [-0.038, 0.017, -0.077], [-0.051, 0.032, -0.053], [0.063, -0.233, -0.765], [-0.501, 0.475, 0.028], [0.408, 0.353, 0.456], [0.104, -0.196, -0.179], [0.093, 0.199, 0.319], [0.034, -0.004, 0.013], [-0.094, -0.097, 0.288], [0.154, -0.112, 0.135], [-0.151, -0.102, -0.213], [-0.076, 0.009, -0.027], [0.011, -0.264, -0.146], [0.010, -0.038, 0.072], [-0.079, 0.313, 0.073], [-0.368, 0.074, -0.250], [0.003, -0.777, 0.172], [0.434, -0.094, 0.104], [0.050, 0.075, 0.061], [-0.160, -0.189, 0.014], [0.080, -0.176, -0.104], [0.111, -0.052, 0.134], [-0.150, 0.096, 0.001], [0.104, 0.343, -0.127], [0.237, 0.151, -0.039], [-0.305, 0.221, 0.046], [0.253, 0.070, -0.957], [-0.597, -0.431, 0.304], [-0.183, 0.476, -0.002], [0.264, 0.266, 0.004], [0.015, 0.089, 0.236], [0.060, 0.056, 0.091], [-0.229, -0.099, 0.330], [0.097, -0.074, 0.035], [0.108, 0.015, -0.046], [0.036, -0.238, 0.020], [0.133, -0.106, 0.016], [-0.027, -0.070, 0.034], [0.340, 0.214, 0.250], [-0.119, -0.232, 0.192], [-0.215, 0.414, 0.309], [-0.206, -0.036, 0.171], [-0.210, -0.014, 0.045], [0.056, 0.034, -0.191], [-0.136, -0.141, -0.165], [-0.049, -0.020, -0.005], [0.258, -0.217, -0.262], [0.259, 0.006, 0.181], [-0.173, -0.065, -0.316], [0.126, -0.113, -0.119]],
  "de_lowest_kcal_mol": 0.0
}

---

[2]
{
  "formula": "C24H80N8O16",
  "method": "ωB97M-V with the def2-TZVPD basis set",
  "elements": ["C", "C", "O", "H", "H", "H", "H", "H", "H", "C", "C", "O", "H", "H", "H", "H", "H", "H", "C", "C", "O", "H", "H", "H", "H", "H", "H", "C", "C", "O", "H", "H", "H", "H", "H", "H", "C", "C", "O", "H", "H", "H", "H", "H", "H", "C", "C", "O", "H", "H", "H", "H", "H", "H", "C", "C", "O", "H", "H", "H", "H", "H", "H", "C", "C", "O", "H", "H", "H", "H", "H", "H", "C", "O", "N", "N", "H", "H", "H", "H", "C", "O", "N", "N", "H", "H", "H", "H", "C", "O", "N", "N", "H", "H", "H", "H", "C", "O", "N", "N", "H", "H", "H", "H", "C", "O", "H", "H", "H", "H", "C", "O", "H", "H", "H", "H", "C", "O", "H", "H", "H", "H", "C", "O", "H", "H", "H", "H"],
  "positions_angstrom": [[2.32483, 3.50216, 0.24942], [1.06380, 3.64267, 1.04167], [0.92845, 2.63450, 2.00503], [2.47339, 2.48834, -0.11214], [3.13906, 3.78019, 0.89832], [2.21920, 4.04828, -0.61789], [0.21618, 3.58883, 0.31944], [1.08213, 4.60905, 1.42997], [0.22607, 2.91524, 2.56886], [-3.92726, -1.36090, 1.03263], [-5.30420, -1.98980, 1.31045], [-6.10562, -1.62659, 0.14134], [-3.61663, -1.67578, 0.01583], [-3.18631, -1.76829, 1.75327], [-3.90290, -0.32088, 0.97260], [-5.67083, -1.51346, 2.20021], [-5.20750, -3.09200, 1.52393], [-5.88938, -2.37558, -0.40990], [-3.06876, 0.71370, 4.77512], [-2.21282, 1.03407, 3.52497], [-1.72611, 2.32611, 3.90788], [-3.49738, -0.29984, 4.57418], [-3.92423, 1.41006, 4.91600], [-2.46865, 0.62193, 5.69089], [-2.90787, 1.28508, 2.70395], [-1.32455, 0.41196, 3.23924], [-0.98234, 2.13698, 4.42559], [-2.64210, 4.12765, -0.54168], [-2.58188, 3.23425, 0.69368], [-2.33855, 4.08309, 1.73764], [-3.60706, 4.41560, -0.96416], [-2.04741, 3.65448, -1.31133], [-2.17111, 5.10313, -0.36661], [-1.85340, 2.46782, 0.78623], [-3.56719, 2.70218, 0.80877], [-1.95305, 3.48650, 2.35705], [-0.25933, -0.03313, 0.07595], [0.31003, 0.86800, -1.02018], [-0.25679, 0.57995, -2.28182], [0.24596, -1.05586, -0.01968], [-1.30427, -0.22723, -0.10364], [-0.02699, 0.28137, 1.13274], [1.39717, 0.89886, -1.13982], [0.08241, 1.86369, -0.70672], [-0.05808, 1.34890, -2.90357], [-4.01815, 0.99441, -1.82642], [-5.06042, 2.16601, -2.04450], [-5.50333, 2.21372, -0.75934], [-4.37019, 0.28497, -0.99238], [-3.02101, 1.38205, -1.56039], [-3.97790, 0.36554, -2.68411], [-5.77046, 1.76219, -2.77913], [-4.64712, 3.11241, -2.41720], [-5.94631, 3.07401, -0.57999], [2.40773, -2.60813, 1.50336], [2.61662, -2.51021, -0.07928], [2.96824, -1.20252, -0.34703], [1.43352, -2.17382, 1.73293], [3.17327, -2.14588, 2.10150], [2.42123, -3.64051, 1.84597], [1.66445, -2.81238, -0.47996], [3.45425, -3.02105, -0.42752], [3.63294, -1.26240, -1.02690], [0.41183, -5.46816, 0.55512], [-1.01849, -4.96428, 0.48181], [-0.98296, -3.56683, 0.65717], [0.99829, -5.11329, 1.38627], [1.07854, -5.19488, -0.28759], [0.38590, -6.54404, 0.54387], [-1.44328, -5.49298, 1.33197], [-1.51248, -5.28145, -0.45870], [-1.35080, -3.15372, -0.08675], [1.24209, 0.30400, 5.13494], [0.43879, 0.10445, 6.21355], [2.24006, 1.10887, 5.24167], [1.05216, -0.20624, 3.94741], [2.50979, 1.64144, 6.10486], [3.02466, 1.01091, 4.47054], [0.29324, -0.85920, 3.91235], [1.64918, 0.00648, 3.15464], [4.09300, 0.39932, 2.50519], [5.23422, -0.37492, 2.20041], [4.14088, 1.15059, 3.48637], [3.05218, 0.47599, 1.79018], [4.97866, 1.11161, 3.98356], [3.65795, 2.09449, 3.55625], [3.02821, -0.14141, 0.97478], [2.42304, 1.29544, 1.90139], [2.00023, 2.27572, -3.91639], [2.26089, 2.91532, -2.76304], [2.94147, 1.55712, -4.45417], [0.82056, 2.21666, -4.44673], [3.88471, 1.65722, -4.05160], [2.84727, 1.25514, -5.53706], [-0.03145, 2.73154, -4.12089], [0.80145, 1.86191, -5.44210], [2.89935, -1.78001, -3.67037], [2.37804, -2.97211, -3.31787], [4.08070, -1.61785, -4.20070], [2.37373, -0.70080, -3.24903], [4.42491, -2.49522, -4.66749], [4.46047, -0.81615, -4.63405], [1.54895, -0.73978, -2.81170], [2.64105, 0.26388, -3.66334], [-0.80573, -3.30278, -2.47134], [-1.49657, -2.19301, -1.82795], [-0.48033, -2.93242, -3.46380], [-1.44694, -4.17693, -2.65109], [0.04521, -3.51265, -1.86628], [-1.06402, -1.38290, -1.87543], [4.99077, 1.55737, -2.19413], [5.44376, 2.04239, -3.46373], [5.67466, 0.70306, -1.89479], [3.92224, 1.23909, -2.13790], [5.09271, 2.31036, -1.44805], [5.72834, 2.97550, -3.26290], [-1.25852, -0.54655, -4.98370], [-1.85077, 0.47218, -5.64226], [-0.13143, -0.34493, -4.77755], [-1.33368, -1.61618, -5.37607], [-1.77182, -0.63372, -4.03894], [-2.75936, 0.24150, -5.85995], [-0.67838, -3.09404, 3.99861], [-0.85072, -2.12889, 3.00977], [0.18405, -3.74264, 3.75849], [-1.53837, -3.64816, 4.04383], [-0.46884, -2.56244, 4.97293], [-0.67871, -2.58167, 2.20419]],
  "forces_ev_per_a": [[-0.016, -1.795, 1.646], [-0.758, -0.963, -2.491], [0.987, -0.400, 0.005], [0.048, -0.223, 0.151], [0.706, 0.247, -0.158], [0.248, 1.624, -1.739], [0.242, 0.134, 0.557], [-0.333, 1.658, 1.181], [-0.961, -0.094, 0.994], [0.702, -3.212, -0.110], [1.279, 1.036, -0.723], [0.024, -1.095, 1.507], [0.077, -0.156, 0.455], [-0.181, 0.533, -0.349], [-0.333, 1.818, 0.471], [-0.813, 0.123, 0.283], [-0.340, 0.960, -0.567], [-0.313, -0.037, -0.868], [-0.430, -2.496, -0.924], [-1.051, 1.335, 1.180], [-0.020, 1.443, -2.005], [-0.015, 0.515, 0.492], [0.855, -0.241, -0.309], [-0.031, 0.207, -0.358], [0.501, -0.776, -0.043], [-1.407, 0.014, 0.320], [1.777, -0.143, 1.611], [0.864, 0.033, -0.770], [-2.814, 0.388, -1.077], [0.070, 1.376, 1.276], [-0.197, -0.640, 0.345], [-0.009, -0.050, -0.688], [0.198, -0.370, 0.396], [1.055, -0.942, -1.190], [0.597, 0.360, -0.110], [0.309, -0.079, 1.969], [2.177, -1.975, -0.025], [0.309, 0.589, 1.033], [-0.155, 0.937, -1.201], [-0.688, 1.107, 0.175], [-0.546, 0.303, 0.290], [-0.440, 0.109, -1.231], [0.063, -0.607, 0.461], [-0.456, 0.981, -0.133], [-0.374, -1.906, 1.393], [-0.204, 0.176, 0.547], [2.041, -2.755, -0.838], [-2.331, 2.518, 2.292], [0.251, 1.479, -1.234], [-0.312, -0.263, -0.158], [0.512, -0.440, -0.969], [-0.433, 0.431, 0.188], [0.141, -0.274, 0.065], [0.240, -0.903, -0.087], [-0.014, -0.653, -1.364], [-0.813, -0.271, 3.878], [-0.297, 1.962, -0.771], [0.077, -0.008, 0.134], [0.485, 0.500, -0.157], [-0.268, -0.186, -0.213], [-0.149, -0.134, -0.829], [0.813, -2.131, -0.371], [0.228, 0.547, -0.369], [0.937, -0.194, -1.669], [1.541, -0.632, 0.140], [0.287, -0.813, 1.699], [-0.445, 0.046, 0.789], [-0.691, 0.068, -0.059], [0.147, -0.616, 0.248], [-0.994, 0.426, 0.098], [0.174, 0.298, 0.549], [-0.978, 1.419, -1.835], [-4.718, -0.664, 6.649], [2.518, 0.329, -4.701], [5.051, 3.097, -0.107], [-0.811, -1.057, -1.058], [-1.007, -1.392, -1.157], [-2.294, -0.062, 2.763], [-0.097, -0.368, -0.825], [-0.416, -0.428, 0.282], [8.153, -6.983, -5.912], [-5.662, 3.021, 1.548], [0.386, 6.934, 5.905], [-3.628, 0.397, -2.799], [1.610, 0.027, 0.865], [0.911, -1.597, -0.797], [-0.266, 0.312, -0.268], [0.290, -0.910, -0.384], [1.403, 4.726, 7.417], [-1.405, -2.574, -4.594], [2.257, -1.597, -5.431], [-3.821, 0.047, -3.326], [-0.047, 0.620, -0.807], [0.492, 0.974, 3.553], [1.678, -0.346, -0.531], [-0.639, 0.553, 1.812], [-2.786, -6.659, 2.974], [2.347, 4.288, -2.035], [3.719, -3.860, -2.909], [1.142, 5.004, -1.229], [-0.378, 1.325, 0.878], [-0.131, 1.105, -0.062], [-3.787, -0.341, 2.036], [-0.506, -2.567, 0.986], [-0.170, 2.059, -1.147], [-2.336, -3.602, 0.366], [0.161, -0.514, 0.464], [-0.128, 0.525, 0.520], [0.777, -0.679, 0.114], [1.642, 2.044, -0.610], [0.775, -2.034, 1.013], [0.110, 1.546, 0.623], [-0.946, 0.804, -0.287], [0.852, 0.214, -0.450], [0.064, 0.620, 0.606], [-0.478, -1.415, -0.826], [2.069, -2.936, 2.093], [-0.595, 1.817, -2.195], [-1.994, -0.208, -0.470], [0.120, 1.411, -0.451], [0.357, -0.204, 0.902], [0.087, 0.074, 0.050], [2.547, 1.203, 1.286], [-0.051, 1.460, 0.501], [-0.232, 0.115, 0.259], [-2.140, -1.720, 0.612], [-0.305, -0.718, -0.839], [-0.095, -0.441, -1.699]],
  "de_lowest_kcal_mol": 66.8
}